This record from OMol25 describes a cluster of 2 separate species, C4H5N2 in total. The level of theory is ωB97M-V/def2-TZVPD.

Last column: natural (NBO) charge in e.
Positions of all 11 atoms, in Å:
C  1.389427  1.621473  -0.050982  0.413
C  0.654870  0.124604  -0.499957  0.505
C  -2.122252  -0.914127  0.070645  -0.441
C  -0.933115  -1.389457  0.085219  0.070
N  0.209409  1.379840  -0.714458  -0.482
N  2.006423  0.438882  -0.304748  -0.641
H  1.838921  2.413939  0.747332  0.290
H  -2.942649  -1.394274  0.490916  0.286
H  -2.489016  0.083343  -0.286206  0.294
H  -0.392790  -2.296706  0.383508  0.254
H  2.780771  -0.067519  0.078732  0.451

Atomic forces in eV per Å
C 0.602 1.624 1.103
C -2.898 -1.619 0.639
C 0.260 3.023 -1.126
C 2.295 0.442 -0.040
N 0.547 0.784 1.017
N 0.936 -0.770 -0.889
H -1.731 -1.709 -1.923
H -1.157 -1.708 0.711
H 1.037 -0.737 0.159
H -0.061 0.807 -0.325
H 0.169 -0.139 0.675

Properties
* ΔE to the lowest compared entry with this formula, charge and spin: 555.42 kJ/mol
* net charge: +1
* Kohn-Sham gap: 9.598 eV
* multiplicity: 1

This record from OMol25 describes a structure of composition C30H30BrFN5O5STi. The level of theory is ωB97M-V/def2-TZVPD.

Last column: Löwdin spin population.
Positions of all 74 atoms, in Å:
Ti  0.613675  -2.538539  -1.225856  0.784
F  2.283939  4.016681  -0.689048  0.000
C  1.119125  3.516866  -0.162205  0.001
C  0.958227  2.167123  -0.373760  0.002
C  -0.170283  1.465098  0.099021  0.001
C  -0.317932  0.069458  -0.074717  0.016
O  0.516052  -0.701567  -0.793241  0.004
C  -1.476598  -0.538463  0.466572  0.004
C  -2.469429  0.258257  1.060868  0.001
N  -2.382247  1.643773  1.131689  0.007
C  -3.474040  2.376222  1.737937  0.000
C  -4.897367  2.015049  1.480147  0.000
C  -4.324618  3.255886  0.890306  0.000
C  -1.182612  2.243702  0.774288  0.003
C  -1.016727  3.615540  0.955075  -0.001
C  0.111568  4.350518  0.477780  0.004
N  0.243304  5.732062  0.568773  0.002
C  -0.861641  6.608118  0.135048  0.000
C  -0.459289  7.418024  -1.082577  0.000
N  0.898473  8.111505  -0.884025  0.000
C  2.017122  7.209085  -0.349121  0.000
C  1.524383  6.390772  0.846527  0.000
C  -1.627634  -2.010044  0.248343  0.002
O  -2.716150  -2.541336  0.270021  0.003
O  -0.498266  -2.746071  0.129547  0.005
H  1.741748  1.653798  -0.952764  0.000
H  -3.362821  -0.191641  1.522048  0.000
H  -3.264584  2.778740  2.744141  0.000
H  -5.539707  2.115630  2.340369  0.000
H  -5.075560  1.165710  0.844578  0.000
H  -4.645658  4.200511  1.299986  0.000
H  -4.050383  3.306816  -0.153932  0.000
H  -1.792117  4.189965  1.472102  0.000
H  -1.152214  7.244128  0.985058  0.000
H  -1.709295  5.958416  -0.144343  0.000
H  -1.172953  8.222217  -1.264440  0.000
H  -0.347480  6.801055  -1.979729  0.000
H  0.797695  8.950337  -0.271594  0.000
H  1.214577  8.451962  -1.800532  0.000
H  2.867141  7.862109  -0.085619  0.000
H  2.334521  6.577533  -1.192289  0.000
H  1.388110  7.012025  1.751637  0.000
H  2.254300  5.594455  1.062851  0.000
C  -2.367132  -6.799295  -0.943785  -0.001
C  -1.397912  -5.986186  -1.725194  0.004
C  -0.301894  -6.531034  -2.354086  0.030
C  0.580825  -5.690977  -3.020468  0.004
N  0.328771  -4.351026  -3.174426  0.051
C  -0.817978  -3.859459  -2.628139  0.019
S  -1.156423  -2.206079  -2.933372  -0.011
N  -1.663312  -4.650033  -1.919280  0.045
C  1.830186  -6.136867  -3.668833  -0.001
H  -2.234522  -7.856192  -1.129594  0.000
H  -3.380739  -6.498461  -1.186857  0.000
H  -2.168092  -6.622081  0.102687  0.000
H  -0.099924  -7.612108  -2.321108  0.001
H  -2.447962  -4.210288  -1.431728  0.001
H  1.901796  -7.225167  -3.716631  0.000
H  2.710988  -5.769772  -3.122928  0.000
H  1.879384  -5.743907  -4.680401  0.000
Br  2.305318  -1.112373  1.749428  0.000
C  3.112023  -2.854346  2.060825  0.000
C  3.570460  -3.028543  3.377451  0.000
C  4.026148  -4.273829  3.812231  0.000
C  4.002246  -5.347759  2.936552  0.000
C  3.528063  -5.137256  1.625535  0.000
C  3.100766  -3.893750  1.115623  0.000
C  2.393943  -3.743210  -0.218168  0.002
O  1.344631  -4.424113  -0.433629  0.017
O  2.707459  -2.793753  -1.097466  -0.001
H  3.592914  -2.184896  4.077753  0.000
H  4.393270  -4.398999  4.837530  0.000
H  4.319738  -6.345583  3.250356  0.000
H  3.510603  -5.994143  0.945203  0.000

Atomic forces in eV per Å
Ti 2.274 -0.487 -2.825
F -0.938 0.522 0.506
C -0.431 -0.218 -0.055
C 0.277 0.119 0.085
C 0.022 1.631 0.496
C 0.823 -2.742 -1.970
O -1.578 4.498 1.672
C -0.192 0.848 0.203
C 0.655 0.420 -0.231
N 0.285 -2.647 0.295
C 0.451 0.830 1.323
C 0.266 -0.381 -0.067
C 0.082 0.474 -0.403
C 0.359 -0.515 -1.070
C 0.750 1.837 -0.256
C 0.569 -2.251 -0.437
N -0.367 0.202 -0.396
C 0.554 -0.851 0.674
C 0.444 0.432 -0.066
N 0.097 0.126 0.352
C 0.137 0.104 -0.073
C -0.469 -0.562 -0.054
C -0.439 -1.128 0.953
O 0.252 0.261 -0.123
O -2.905 0.513 2.221
H -0.467 0.120 0.457
H 0.478 0.275 -0.525
H 0.169 -0.508 -0.541
H -0.186 -0.067 -0.087
H -0.230 -0.057 -0.180
H 0.038 0.095 0.091
H -0.282 -0.245 -0.151
H 0.273 -0.302 -0.229
H -0.100 0.047 -0.337
H 0.269 0.495 0.152
H 0.000 -0.106 -0.152
H -0.035 0.046 0.235
H 0.009 -0.737 -0.449
H -0.190 0.105 0.300
H -0.446 -0.220 -0.060
H -0.284 0.058 0.355
H 0.252 -0.078 -0.365
H -0.127 0.597 0.015
C 0.181 0.413 -0.135
C -0.246 0.324 -0.844
C 0.070 -0.530 0.223
C -0.184 2.064 -0.485
N -0.735 -1.325 1.012
C 0.843 -0.045 -1.169
S 0.065 0.022 0.436
N 0.065 -1.340 0.502
C 0.477 -0.663 0.034
H 0.031 -0.129 -0.138
H -0.196 -0.039 0.117
H -0.147 0.080 0.491
H -0.216 0.682 0.158
H 0.233 -0.050 -0.107
H -0.037 0.087 0.057
H -0.285 0.064 -0.067
H 0.022 0.130 -0.034
Br 0.508 -0.700 -0.029
C -0.096 0.437 0.585
C 0.155 0.015 -0.190
C 0.058 0.191 0.061
C -0.407 0.259 -0.951
C 0.236 -0.509 -0.377
C -0.065 -0.022 1.000
C 0.394 0.917 -1.083
O 0.939 0.314 0.321
O -1.254 -1.645 2.234
H -0.168 -0.347 -0.469
H -0.201 0.112 -0.455
H -0.104 0.405 -0.195
H -0.056 0.275 0.212

Properties
* ΔE to the lowest compared entry with this formula, charge and spin: 0.00 kJ/mol
* net charge: +2
* ⟨S²⟩: 0.76
* Kohn-Sham gap (spin up / spin down): 5.915 / 7.090 eV
* multiplicity: 2

This record from OMol25 describes an isolated molecule of C19H28N2O3. The level of theory is ωB97M-V/def2-TZVPD.

Last column: natural (NBO) charge in e.
Positions of all 52 atoms, in Å:
C  -1.780107  2.130082  -1.092360  -0.634
C  -0.449503  2.359348  -0.392228  -0.085
O  0.583444  1.552068  -0.969026  -0.525
C  1.231923  2.058008  -2.015750  0.805
O  1.032062  3.158828  -2.462666  -0.600
C  2.270631  1.113629  -2.600236  -0.316
C  3.508172  0.998987  -1.699929  -0.390
C  3.224408  0.106401  -0.498992  -0.412
C  2.690847  -1.246394  -0.960941  -0.217
N  1.455269  -1.055602  -1.702036  -0.466
C  0.762124  -2.301041  -2.010032  -0.213
C  -0.751248  -2.095640  -2.132401  -0.504
C  -1.445720  -1.909789  -0.785765  0.688
O  -2.484544  -2.477013  -0.518725  -0.614
N  -0.778912  -1.055488  0.027017  -0.658
C  -1.079707  -0.698177  1.343137  0.164
C  -2.316410  -0.941047  1.927567  -0.262
C  -2.561303  -0.547716  3.235902  0.019
C  -3.903122  -0.795146  3.856369  -0.627
C  -1.563996  0.097224  3.952597  -0.245
C  -0.320166  0.346473  3.384930  0.005
C  0.747546  1.034214  4.183048  -0.630
C  -0.086173  -0.056768  2.081751  -0.236
C  1.700942  -0.276516  -2.901011  -0.212
H  -2.546938  2.733409  -0.615529  0.221
H  -2.067035  1.083550  -1.028743  0.216
H  -1.706593  2.419299  -2.138256  0.217
H  -0.156083  3.411128  -0.468960  0.204
H  -0.503917  2.057288  0.655639  0.203
H  2.569005  1.572884  -3.548746  0.239
H  4.319260  0.563860  -2.289309  0.207
H  3.824166  1.991980  -1.375615  0.221
H  4.135989  -0.039673  0.082701  0.215
H  2.480221  0.583362  0.138319  0.213
H  3.455874  -1.754724  -1.575058  0.165
H  2.480192  -1.875258  -0.091880  0.207
H  1.146154  -2.747661  -2.942040  0.183
H  0.952126  -3.013460  -1.203032  0.209
H  -0.966237  -1.219088  -2.746920  0.221
H  -1.204433  -2.962072  -2.615344  0.240
H  0.091425  -0.680918  -0.354199  0.450
H  -3.080920  -1.445680  1.361174  0.249
H  -4.409135  -1.620875  3.363208  0.220
H  -3.804778  -1.020073  4.916197  0.215
H  -4.528177  0.093112  3.758395  0.220
H  -1.752718  0.407991  4.970476  0.202
H  0.374227  1.972696  4.590236  0.219
H  1.053975  0.408201  5.020590  0.221
H  1.621822  1.242345  3.570985  0.210
H  0.879302  0.116934  1.627947  0.195
H  2.417033  -0.799876  -3.562765  0.175
H  0.762324  -0.167152  -3.449142  0.209

Atomic forces in eV per Å
C 0.400 -0.041 0.036
C -0.481 0.528 0.126
O -0.042 -0.286 0.214
C 0.379 0.098 -0.532
O -0.089 0.102 0.010
C -0.020 -0.012 -0.051
C -0.180 0.037 0.139
C 0.171 -0.167 -0.096
C 0.073 0.140 0.264
N 0.207 -0.215 -0.082
C -0.100 -0.050 -0.173
C 0.057 -0.177 0.097
C 0.123 -0.100 -0.544
O -0.215 -0.101 0.084
N 0.320 0.217 0.217
C -0.222 -0.018 0.280
C -0.089 -0.062 -0.108
C 0.186 0.084 0.070
C -0.014 0.053 -0.026
C -0.013 -0.044 -0.072
C -0.046 0.010 -0.067
C -0.015 -0.038 0.006
C -0.053 -0.068 0.034
C -0.084 0.223 -0.084
H -0.116 0.064 0.044
H -0.068 -0.085 0.024
H -0.038 0.048 -0.083
H -0.027 -0.188 0.098
H 0.060 0.052 -0.150
H -0.125 -0.038 0.158
H 0.028 0.027 -0.028
H 0.078 0.006 -0.058
H -0.006 0.005 0.038
H 0.057 -0.046 0.085
H -0.021 -0.051 0.022
H 0.011 -0.037 -0.065
H 0.018 -0.004 0.101
H 0.045 0.019 -0.052
H -0.022 0.008 -0.072
H -0.052 0.089 0.068
H -0.098 -0.028 -0.103
H -0.032 -0.039 -0.036
H -0.081 -0.055 0.010
H -0.046 -0.026 0.066
H -0.092 0.010 0.025
H -0.031 0.032 0.151
H 0.039 0.071 0.040
H 0.071 0.010 0.063
H 0.083 0.040 -0.001
H 0.144 0.039 -0.062
H -0.080 0.006 0.033
H 0.046 -0.046 -0.059

Properties
* ΔE to the lowest compared entry with this formula, charge and spin: 47.73 kJ/mol
* SMILES: CCOC(=O)[C@H]1CCCN(CCC(=O)Nc2cc(C)cc(C)c2)C1
* Kohn-Sham gap: 8.935 eV
* multiplicity: 1

This record from OMol25 describes a structure of composition C4H6BaO2. The level of theory is ωB97M-V/def2-TZVPD.

Last column: Löwdin spin population.
Positions of all 13 atoms, in Å:
O  1.885319  2.233210  2.946158  0.000
C  1.731161  1.786148  1.621550  0.000
C  0.276695  2.047208  1.232808  0.001
C  -0.018520  1.645871  -0.137020  0.005
C  -0.241571  1.338153  -1.295478  0.001
H  2.798881  2.116876  3.220154  0.000
H  1.948672  0.708886  1.533662  0.000
H  2.399634  2.328426  0.933764  0.000
H  0.050266  3.122109  1.306201  0.000
H  -0.402902  1.527525  1.924311  0.000
H  -0.447494  1.286098  -2.358325  0.000
O  -0.924971  -3.641186  -1.481659  0.962
Ba  -0.998613  -1.422163  -0.894549  0.031

Atomic forces in eV per Å
O -0.248 -0.056 -0.099
C 0.298 0.003 -0.129
C -0.242 0.122 0.148
C -0.194 -0.350 -1.511
C 0.217 0.750 0.771
H 0.079 0.026 0.042
H -0.015 0.150 -0.018
H -0.176 -0.158 0.095
H 0.083 -0.263 0.085
H 0.187 0.167 -0.049
H 0.187 0.104 0.503
O 0.018 1.307 0.298
Ba -0.194 -1.802 -0.136

Properties
* ΔE to the lowest compared entry with this formula, charge and spin: 51.94 kJ/mol
* net charge: +1
* ⟨S²⟩: 0.76
* Kohn-Sham gap (spin up / spin down): 9.557 / 8.679 eV
* multiplicity: 2